Model w:
{"formula": "C4H13N2", "method": "wB97M-V/def2-TZVPD", "smiles": "CNCC[NH2+]C", "total_charge": 1, "e_lumo_ev": -3.0687, "e_homo_ev": -13.6, "orbital_gap_ha": 0.388, "elements": ["N", "N", "C", "C", "C", "C", "H", "H", "H", "H", "H", "H", "H", "H", "H", "H", "H", "H", "H"], "coordinates": [[-0.16, -0.47, 1.28], [0.61, 0.95, -0.85], [-0.98, -0.63, 0.04], [-0.23, 2.13, -0.97], [-0.06, -0.31, -1.13], [0.76, -1.58, 1.67], [0.35, 3.04, -0.84], [0.69, -1.10, -1.18], [-1.00, 2.17, -0.18], [0.17, -2.50, 1.68], [1.46, 1.09, -1.39], [0.41, 0.38, 1.07], [-0.79, 2.18, -1.91], [1.10, -1.38, 2.68], [-1.38, -1.65, 0.00], [1.56, -1.65, 0.94], [-1.80, 0.07, 0.12], [-0.73, -0.21, 2.08], [-0.63, -0.27, -2.06]]}

=====

Model x:
{"formula": "C4H13N2", "method": "wB97M-V/def2-TZVPD", "smiles": "CN(C)CC[NH3+]", "total_charge": 1, "e_lumo_ev": -3.4655, "e_homo_ev": -13.2, "orbital_gap_ha": 0.357, "elements": ["N", "N", "C", "C", "C", "C", "H", "H", "H", "H", "H", "H", "H", "H", "H", "H", "H", "H", "H"], "coordinates": [[-0.37, -2.17, -0.26], [-0.34, 0.59, 0.24], [1.01, 0.01, -0.06], [-0.46, 1.76, -0.64], [-0.44, 0.91, 1.62], [0.65, -1.22, -0.91], [0.33, -0.79, -1.93], [0.07, -2.78, 0.34], [1.61, -0.33, 0.83], [-0.31, 0.02, 2.30], [-1.07, -1.51, 0.29], [1.47, 0.74, -0.67], [-0.98, -2.56, -0.91], [0.34, 1.66, 1.98], [1.64, -1.74, -1.09], [-1.48, 1.65, -1.03], [0.15, 1.56, -1.61], [-0.31, 2.77, -0.17], [-1.52, 1.41, 1.66]]}

=====

Model y:
{"formula": "C4H13N2", "method": "wB97M-V/def2-TZVPD", "total_charge": 1, "e_lumo_ev": -3.5451, "e_homo_ev": -14.4, "orbital_gap_ha": 0.398, "elements": ["N", "N", "C", "C", "C", "C", "H", "H", "H", "H", "H", "H", "H", "H", "H", "H", "H", "H", "H"], "coordinates": [[2.06, 0.00, -0.12], [-0.02, 1.72, -0.05], [0.92, -0.82, -0.72], [-0.51, -0.46, 1.46], [-1.55, -0.45, -0.81], [-0.34, -0.17, 0.02], [-1.13, 0.18, 2.01], [-0.91, -1.44, 1.71], [0.73, -0.55, -1.84], [2.75, -0.54, 0.38], [2.48, 0.43, -0.95], [-0.77, 2.02, 0.44], [-1.42, -0.50, -1.92], [0.26, 2.38, -0.83], [-2.52, 0.13, -0.57], [-1.90, -1.40, -0.36], [0.51, -0.39, 1.80], [0.81, -1.80, -0.34], [0.88, 1.63, 0.41]]}

=====

Which structure loses on stability? model x does.

=====

Model w:
{"formula": "CH4N2O3", "method": "wB97M-V/def2-TZVPD", "smiles": "NC=O.O=NO", "total_charge": 0, "e_lumo_ev": 0.4838, "e_homo_ev": -9.4, "orbital_gap_ha": 0.364, "elements": ["O", "O", "O", "N", "N", "C", "H", "H", "H", "H"], "coordinates": [[0.16, -0.65, 1.05], [1.96, 0.56, -0.58], [3.15, 0.51, -2.34], [-1.85, 0.32, 0.54], [2.29, -0.02, -1.76], [-1.05, -0.63, 1.03], [-2.86, 0.26, 0.37], [-1.60, -1.45, 1.50], [1.35, -0.04, 0.05], [-1.55, 1.12, 0.13]]}

=====

Model x:
{"formula": "CH4N2O3", "method": "wB97M-V/def2-TZVPD", "total_charge": 0, "e_lumo_ev": -0.3314, "e_homo_ev": -9.8, "orbital_gap_ha": 0.348, "elements": ["O", "O", "O", "N", "N", "C", "H", "H", "H", "H"], "coordinates": [[-1.20, -0.98, -0.62], [-0.14, 0.82, 1.93], [0.88, 0.22, -1.17], [-0.38, -1.18, 0.65], [0.50, 0.91, -0.12], [-0.03, 0.27, 0.90], [-0.27, -1.30, -1.13], [-1.00, -1.37, 1.53], [0.54, 0.95, -2.19], [1.08, 1.67, 0.21]]}

=====

Model y:
{"formula": "CH4N2O3", "method": "wB97M-V/def2-TZVPD", "smiles": "O=C(NO)NO", "total_charge": 0, "e_lumo_ev": 0.4210, "e_homo_ev": -9.8, "orbital_gap_ha": 0.377, "elements": ["O", "O", "O", "N", "N", "C", "H", "H", "H", "H"], "coordinates": [[-0.95, 1.17, -0.46], [1.98, -0.24, -0.09], [-1.39, -0.98, 0.10], [-0.05, -1.10, -0.19], [0.05, 1.15, 0.40], [0.78, 0.02, 0.07], [0.59, -1.84, -0.07], [-1.54, -1.16, 1.10], [0.69, 2.05, 0.61], [-1.52, 0.85, 0.18]]}

=====

Which structure loses on stability? model x does.

=====

Model w:
{"formula": "C10H10N2", "method": "wB97M-V/def2-TZVPD", "smiles": "c1ccncc1.c1ccncc1", "total_charge": 0, "e_lumo_ev": 0.4321, "e_homo_ev": -9.3, "orbital_gap_ha": 0.356, "elements": ["N", "N", "C", "C", "C", "C", "C", "C", "C", "C", "C", "C", "H", "H", "H", "H", "H", "H", "H", "H", "H", "H"], "coordinates": [[-1.99, -1.67, 0.13], [3.82, -0.53, -0.04], [2.09, 1.33, -0.03], [2.74, -1.39, 0.06], [-2.18, -1.02, -0.98], [-2.45, 0.38, -1.20], [3.42, 0.72, -0.08], [1.40, -0.92, -0.08], [-1.90, -0.70, 1.19], [-2.28, 0.58, 1.14], [-2.52, 1.22, -0.10], [1.09, 0.40, 0.01], [2.14, 2.42, -0.01], [-2.31, -1.65, -1.94], [-1.48, -1.07, 2.17], [-2.58, 2.35, -0.06], [4.24, 1.35, -0.29], [-2.23, 1.04, 2.12], [-0.05, 0.63, 0.03], [2.91, -2.56, 0.14], [0.72, -1.67, 0.07], [-2.60, 0.76, -2.25]]}

=====

Model x:
{"formula": "C10H10N2", "method": "wB97M-V/def2-TZVPD", "smiles": "c1ccncc1.c1ccncc1", "total_charge": 0, "e_lumo_ev": 0.7711, "e_homo_ev": -9.4, "orbital_gap_ha": 0.374, "elements": ["N", "N", "C", "C", "C", "C", "C", "C", "C", "C", "C", "C", "H", "H", "H", "H", "H", "H", "H", "H", "H", "H"], "coordinates": [[-2.92, -2.48, -2.47], [1.05, 0.82, 0.67], [0.92, 0.21, 1.81], [1.94, 1.87, 0.66], [-1.60, -2.42, -2.82], [2.52, 1.58, 2.98], [-2.52, -0.44, -1.22], [1.59, 0.52, 2.99], [-3.32, -1.50, -1.64], [-0.72, -1.43, -2.37], [-1.16, -0.34, -1.59], [2.71, 2.29, 1.78], [-2.90, 0.41, -0.64], [3.13, 1.73, 3.88], [-1.29, -3.16, -3.56], [-4.38, -1.59, -1.34], [-0.53, 0.50, -1.29], [0.31, -1.46, -2.76], [1.57, -0.10, 3.90], [2.01, 2.47, -0.27], [3.41, 3.12, 1.64], [0.19, -0.60, 1.68]]}

=====

Which structure loses on stability? model w does.

=====

Model w:
{"formula": "C10H10N2", "method": "wB97M-V/def2-TZVPD", "smiles": "Cc1ccc2nc(N)ccc2c1", "total_charge": 0, "e_lumo_ev": 0.4622, "e_homo_ev": -7.6, "orbital_gap_ha": 0.297, "elements": ["N", "N", "C", "C", "C", "C", "C", "C", "C", "C", "C", "C", "H", "H", "H", "H", "H", "H", "H", "H", "H", "H"], "coordinates": [[-0.29, 0.69, -1.97], [0.72, 2.36, -3.31], [1.94, 1.31, -1.37], [-1.64, -0.77, -0.53], [-0.82, -1.15, 1.72], [1.80, 0.78, -0.12], [-1.02, -1.80, 3.15], [0.49, 0.12, 0.20], [-1.73, -1.27, 0.71], [-0.49, 0.00, -0.85], [0.80, 1.54, -2.22], [0.27, -0.35, 1.48], [-2.35, -0.98, -1.36], [-2.02, -2.03, 3.30], [1.57, 2.90, -3.73], [-0.01, 2.15, -3.97], [-2.75, -1.58, 0.96], [-0.33, -2.62, 3.34], [2.92, 1.59, -1.84], [1.07, -0.19, 2.20], [-0.81, -1.06, 3.85], [2.70, 0.37, 0.35]]}

=====

Model x:
{"formula": "C10H10N2", "method": "wB97M-V/def2-TZVPD", "smiles": "c1ccncc1.c1ccncc1", "total_charge": 0, "e_lumo_ev": 0.3591, "e_homo_ev": -9.6, "orbital_gap_ha": 0.367, "elements": ["N", "N", "C", "C", "C", "C", "C", "C", "C", "C", "C", "C", "H", "H", "H", "H", "H", "H", "H", "H", "H", "H"], "coordinates": [[3.22, 2.76, -2.81], [-0.63, -2.23, 1.81], [1.47, 1.18, -1.41], [2.50, 1.82, -0.73], [-2.41, -1.43, 3.18], [-1.12, -1.65, 3.06], [3.26, 2.68, -1.50], [-2.92, -2.18, 0.91], [-1.51, -2.36, 0.73], [-3.36, -1.69, 2.19], [2.39, 1.96, -3.45], [1.46, 1.05, -2.79], [2.24, 1.76, 0.37], [-0.29, -1.51, 3.83], [-4.34, -1.15, 2.23], [3.96, 3.34, -0.90], [0.69, 0.67, -0.77], [-1.03, -2.55, -0.15], [-3.55, -2.39, 0.16], [2.38, 1.91, -4.56], [0.41, 0.68, -3.32], [-2.83, -0.68, 3.94]]}

=====

Which structure loses on stability? model x does.

=====

Model w:
{"formula": "HI3OP", "method": "wB97M-V/def2-TZVPD", "total_charge": 1, "e_lumo_ev": -6.8927, "e_homo_ev": -14.3, "orbital_gap_ha": 0.271, "elements": ["I", "I", "I", "P", "O", "H"], "coordinates": [[0.00, 0.39, 2.41], [1.56, -2.06, -0.39], [1.25, 2.08, -1.15], [0.26, -0.09, 0.05], [-1.14, -0.43, -0.54], [-1.93, 0.11, -0.39]]}

=====

Model x:
{"formula": "HI3OP", "method": "wB97M-V/def2-TZVPD", "total_charge": 1, "e_lumo_ev": -6.5167, "e_homo_ev": -14.3, "orbital_gap_ha": 0.286, "elements": ["I", "I", "I", "P", "O", "H"], "coordinates": [[0.78, -1.96, 1.24], [0.62, 2.14, 1.33], [1.55, -0.05, -1.97], [0.33, 0.12, 0.10], [-1.24, -0.16, -0.54], [-2.03, -0.09, -0.16]]}

=====

Which structure loses on stability? model x does.